1.
# C16H45N3O7

A cluster of 5 separate species, C16H45N3O7 in total at a distorted geometry (the ωB97M-V functional and the def2-TZVPD basis, the OMol25 dataset).

Last column: Mulliken charge in e.
Element x y z (Å)
C -34.2164 25.5056 -26.8319  -0.7364
O -35.2142 25.2092 -25.9542  -0.3495
C -35.1089 25.9878 -24.7235  -0.1311
C -36.5059 26.3361 -24.2068  0.5387
C -36.7775 27.5677 -23.2627  -1.2292
N -37.2231 25.1962 -23.6253  -0.7481
H -33.2314 25.4409 -26.3696  0.2979
H -34.3568 26.4182 -27.4111  0.2825
H -34.2081 24.7257 -27.5934  0.2964
H -34.6317 25.3212 -24.0051  0.2819
H -34.5100 26.8760 -24.9251  0.0359
H -37.1030 26.6688 -25.0559  0.0949
H -37.6828 27.4258 -22.6724  0.3916
H -36.6280 28.5175 -23.7761  0.2540
H -36.0173 27.6067 -22.4825  0.2767
H -37.9837 25.4319 -23.0040  0.2042
H -37.5258 24.5455 -24.3359  0.2140
C -32.8010 35.5555 -22.2928  -0.4214
O -31.5061 36.1894 -22.5860  -0.3876
C -30.6045 35.8734 -21.5337  -0.1941
C -29.3814 36.9735 -21.6040  0.0753
C -28.4470 36.9132 -20.3642  -1.1468
N -30.0412 38.2971 -21.7443  -0.7771
H -33.3599 35.5453 -23.2285  0.2848
H -33.3808 36.1725 -21.6063  0.2297
H -32.7159 34.5419 -21.9012  0.0780
H -30.9945 36.0319 -20.5282  0.0991
H -30.2619 34.8398 -21.4844  0.2946
H -28.8778 37.0073 -22.5701  0.4377
H -28.0519 35.9060 -20.4969  0.3038
H -29.0614 37.0040 -19.4686  0.2142
H -27.6024 37.6010 -20.4056  0.3693
H -30.8862 38.1655 -21.2068  0.2560
H -30.3710 38.4264 -22.6901  0.3279
C -31.4520 32.0239 -20.8146  -0.6165
O -32.0229 30.8045 -21.3181  -0.3382
C -31.3755 30.1899 -22.4320  -0.6073
C -32.4124 29.0338 -22.8736  0.5173
C -31.9478 28.1142 -23.9713  -1.2040
N -33.5991 29.7532 -23.4020  -0.3337
H -31.9715 32.3994 -19.9331  0.2213
H -31.3354 32.8051 -21.5658  0.1044
H -30.4134 32.0904 -20.4904  0.4503
H -31.2844 30.9997 -23.1559  0.2182
H -30.3464 29.8473 -22.3239  0.4095
H -32.6432 28.3358 -22.0688  0.2702
H -32.0598 28.6512 -24.9132  0.1137
H -32.2654 27.0933 -24.1837  0.2969
H -30.8620 28.0394 -23.9106  0.3604
H -33.3503 30.2155 -24.2648  0.0320
H -33.7907 30.4982 -22.7475  0.2526
O -33.4467 31.2372 -28.5900  -0.5279
C -33.0332 31.9384 -27.4621  -0.6130
C -33.2723 31.2336 -26.0810  -0.1218
O -33.3753 32.0717 -24.9122  -0.4734
H -33.5890 31.7956 -29.3578  0.3266
H -31.9895 32.2208 -27.5998  0.2619
H -33.5984 32.8700 -27.4893  0.3229
H -32.6572 30.3546 -25.8883  0.0513
H -34.2676 30.7972 -26.1651  0.3500
H -34.3016 32.2496 -24.7334  0.2875
O -33.1457 33.9668 -16.2888  -0.5260
C -33.4154 34.5778 -17.5012  -0.4617
C -32.5363 35.8704 -17.8585  -0.2972
O -32.8714 36.5652 -18.9857  -0.4313
H -33.0759 33.0173 -16.4118  0.3427
H -33.4610 33.8860 -18.3424  0.2175
H -34.4174 35.0036 -17.5538  0.2450
H -31.5268 35.5400 -18.1035  0.1849
H -32.5987 36.3653 -16.8894  0.3904
H -32.6456 37.4540 -18.7016  0.3067

As for the SMILES: COC[C@H](C)N.COC[C@H](C)N.COC[C@H](C)N.OCCO.OCCO. As for the highest occupied orbital energy: -0.32113 Ha. For the lowest unoccupied orbital energy, the calculation gives 0.457 eV. The strongest force on any atom is 0.09176 Eh/bohr. Its molar mass is 391.55 g/mol. The calculation puts the frontier orbital gap at 9.195 eV.

=====

2.
# C16H45N4O5Sr

A structure of composition C16H45N4O5Sr at a distorted geometry (the ωB97M-V functional and the def2-TZVPD basis, the OMol25 dataset).

Last column: Mulliken charge in e.
Element x y z (Å)
Sr -1.5717 1.6768 2.6649  0.6678
O 0.0832 0.8005 1.1373  -0.8468
H 0.6957 0.0730 0.9136  -0.2167
C 1.9111 -1.2107 5.6544  -1.4270
C 2.1101 -0.7626 4.2199  0.4203
C 1.5469 -1.7628 3.1805  0.1346
O 2.4242 -2.8698 3.0619  -0.4241
C 2.0813 -3.8436 2.1190  -0.6949
N 1.3612 0.4209 3.9805  -0.4613
H 2.2667 -2.2249 5.8363  0.3486
H 0.9371 -1.1734 6.1423  0.3233
H 2.5227 -0.5547 6.2738  0.3665
H 3.1573 -0.6047 3.9621  0.3083
H 1.5504 -1.3568 2.1690  -0.2483
H 0.5249 -2.0488 3.4292  0.1944
H 2.5944 -4.7682 2.3837  0.3042
H 2.3430 -3.5767 1.0951  0.2251
H 1.0415 -4.1135 2.3032  0.3107
H 1.2108 0.5659 2.9924  0.2181
H 0.4137 0.2246 4.2699  0.1744
C 0.2290 -2.4313 -1.0163  -1.0340
C -0.9847 -1.7722 -1.6669  0.4698
C -2.1131 -2.7622 -2.1848  -0.8066
O -1.4281 -3.7956 -2.9065  -0.3183
C -2.2439 -4.9244 -3.3155  -0.7517
N -1.3844 -0.8636 -0.6523  -0.1380
H 0.6678 -3.0771 -1.7770  0.4609
H -0.1211 -2.8233 -0.0614  0.3681
H 1.0387 -1.7266 -0.8269  0.0443
H -0.5982 -1.1683 -2.4879  0.0891
H -2.6873 -2.1874 -2.9114  0.4283
H -2.5558 -3.1674 -1.2749  0.3831
H -2.2234 -5.7506 -2.6048  0.2591
H -1.6385 -5.2864 -4.1465  0.2273
H -3.1859 -4.4560 -3.6004  0.3432
H -1.7758 -1.1997 0.2161  0.2485
H -0.7152 -0.1791 -0.3301  -0.1742
C 2.3126 3.1701 -1.1994  -1.4607
C 1.5681 2.0651 -1.9647  0.2669
C 2.2954 0.7225 -1.9965  -0.1914
O 3.7559 0.8917 -2.2176  -0.4250
C 4.1630 0.1063 -3.3495  -0.7327
N 0.2144 1.9141 -1.3079  -0.5239
H 1.7195 4.0832 -1.1499  0.3246
H 3.1656 3.4547 -1.8155  0.4415
H 2.6272 2.7867 -0.2288  0.2773
H 1.5161 2.3007 -3.0276  0.3613
H 1.7888 -0.0056 -2.6299  0.4448
H 2.3474 0.2201 -1.0306  -0.0550
H 3.6501 0.3295 -4.2850  0.2852
H 4.1316 -0.9455 -3.0655  0.3015
H 5.2357 0.2557 -3.4729  0.2888
H 0.5487 1.5352 -0.4333  0.0393
H -0.2878 1.1604 -1.7550  0.1918
C -1.9217 4.4749 -1.5176  -1.4360
C -2.4724 3.9383 -0.1275  0.1289
C -3.4129 2.7517 -0.1250  -0.8853
O -3.4167 1.9504 1.1248  -0.2364
C -4.3572 0.8995 1.1803  -0.4839
N -1.3149 3.5179 0.6176  -0.4947
H -1.7511 3.7120 -2.2772  0.2834
H -1.0503 5.1246 -1.4357  0.4072
H -2.6516 5.1328 -1.9893  0.4330
H -2.9117 4.8291 0.3215  0.4382
H -3.4254 2.1572 -1.0385  0.4285
H -4.4008 3.2050 -0.0439  0.4693
H -4.1492 0.1621 0.4050  0.2434
H -5.3704 1.2803 1.0517  0.2784
H -4.1039 0.4316 2.1316  0.0412
H -0.6969 4.2603 0.3226  0.2599
H -0.8296 2.8080 0.0878  0.5147

As for the highest occupied orbital energy (spin up / spin down): -0.14780 / -0.31029 Ha. For the lowest unoccupied orbital energy (spin up / spin down), the calculation gives 0.422 / 0.192 eV. The strongest force on any atom is 0.06896 Eh/bohr. Its molar mass is 461.18 g/mol. As for the spin multiplicity: 2. The calculation puts the frontier orbital gap (spin up / spin down) at 4.444 / 8.635 eV.

=====

3.
# C16H46Br2O7

A cluster of 8 separate species, C16H46Br2O7 in total (the ωB97M-V functional and the def2-TZVPD basis, the OMol25 dataset).

Last column: Mulliken charge in e.
Element x y z (Å)
Br 1.7387 -2.7701 4.9378  -0.1438
C 1.1742 -2.9486 3.0819  -0.0915
C 0.5274 -4.2811 2.9104  -0.7228
Br -0.1642 -4.4912 1.1019  -0.1703
H 2.0878 -2.8663 2.5054  -0.0122
H 0.4964 -2.1303 2.8654  0.2481
H -0.3092 -4.4615 3.5788  0.4719
H 1.2277 -5.0940 3.0907  0.4281
C -3.3514 -0.2214 1.3319  -0.6170
C -4.3746 0.2741 0.3424  -0.3264
O -4.0916 -0.3226 -0.9482  -0.5321
H -2.3467 -0.1293 0.9205  -0.1721
H -3.5680 -1.2404 1.6421  0.3900
H -3.3871 0.4100 2.2248  0.3480
H -4.3458 1.3638 0.2516  0.1750
H -5.3796 -0.0024 0.6709  0.4022
H -4.8982 -0.4137 -1.4612  0.2615
C 0.6762 -0.8723 -0.0073  1.0996
C 1.5891 -0.1866 -1.0080  -0.6480
O 1.0193 0.9904 -1.5625  -0.5471
H 0.4005 -0.2322 0.8311  -0.2326
H 1.1477 -1.7763 0.3867  -0.9039
H -0.2477 -1.2029 -0.4912  0.3416
H 1.8420 -0.8892 -1.8121  0.2835
H 2.5256 0.0937 -0.5223  0.3890
H 0.1517 0.7369 -1.9337  0.1184
C -2.8680 4.9775 -2.8150  -1.0415
C -2.5685 3.5918 -3.3485  0.0972
O -1.1761 3.3325 -3.4024  -0.5563
H -2.3088 5.7030 -3.4066  0.3061
H -2.5694 5.0860 -1.7724  0.1462
H -3.9291 5.2386 -2.8849  0.3607
H -2.9470 3.4839 -4.3677  0.4325
H -3.0597 2.7928 -2.7725  -0.0694
H -0.8882 3.1166 -2.5057  0.3165
C -2.1502 3.6164 0.6916  -1.1004
C -0.7877 2.9805 0.7580  0.4452
O -0.0792 3.2473 -0.4425  -0.5978
H -2.7313 3.3667 1.5806  0.3554
H -2.6692 3.3634 -0.2306  0.0047
H -2.0126 4.7011 0.7305  0.3603
H -0.8348 1.9032 0.9573  -0.1733
H -0.2440 3.4288 1.6029  0.2787
H 0.4493 2.4553 -0.6599  0.4292
C 2.7929 0.9651 2.7529  -0.4451
C 3.8234 0.8473 3.8412  -0.4747
O 4.6345 -0.3012 3.5531  -0.4663
H 2.3278 -0.0104 2.6054  -0.0967
H 3.2544 1.2818 1.8188  0.2630
H 2.0061 1.6632 3.0382  0.3273
H 3.3744 0.6956 4.8306  0.2970
H 4.4427 1.7482 3.9162  0.3553
H 5.3722 -0.3075 4.1691  0.2663
C 4.0426 -4.8219 -0.7182  -1.3040
C 3.4494 -4.2199 0.5355  0.7050
O 4.4530 -3.7454 1.4224  -0.5436
H 4.7691 -4.1404 -1.1702  0.3301
H 3.2605 -5.0003 -1.4583  0.3455
H 4.5875 -5.7414 -0.5062  0.3166
H 2.8822 -4.9862 1.0724  0.0693
H 2.7321 -3.4366 0.2735  -0.3192
H 4.4417 -2.7862 1.4799  0.3083
C -0.8739 -0.0806 -4.3584  -1.1952
C -1.8844 -0.4175 -3.3001  -0.1738
O -1.6674 0.4385 -2.1929  0.0872
H -0.8378 0.9885 -4.5667  0.2454
H -1.1443 -0.5723 -5.2998  0.3826
H 0.1242 -0.4449 -4.1086  0.2750
H -1.7887 -1.4725 -3.0097  0.2586
H -2.9092 -0.2718 -3.6598  0.3331
H -2.4306 0.4070 -1.6004  0.0221

As for the SMILES: BrCCBr.CCO.CCO.CCO.CCO.CCO.CCO.CCO. As for the highest occupied orbital energy: -0.35417 Ha. For the lowest unoccupied orbital energy, the calculation gives 0.328 eV. The strongest force on any atom is 0.01686 Eh/bohr. Its molar mass is 510.34 g/mol. The calculation puts the frontier orbital gap at 9.966 eV.